Formula: C24H39AlCl2F7N7O3S2
Source: the OMol25 dataset
Level of theory: wB97M-V/def2-TZVPD

Structure (XYZ):
```
85
Properties=species:S:1:pos:R:3:lowdin_charge:R:1
C -2.5670 -2.7329 0.6502 -0.082
C -2.6621 -1.2148 -0.0462 -0.281
N -3.9329 -0.7466 -0.2568 0.097
C -1.2510 -0.4985 -0.4368 -0.062
C -1.1392 1.1050 -0.1504 -0.167
C 0.1633 1.4988 -1.1234 -0.134
C -0.2614 2.0160 -2.6165 -0.175
C 1.1710 2.4091 -3.3861 -0.165
C 2.1729 1.1296 -3.5927 -0.223
N 3.1901 0.9333 -2.4819 -0.037
C 4.1775 2.0758 -2.3878 -0.391
N 4.3779 3.0642 -3.3201 0.077
N 5.0519 2.1702 -1.1196 0.018
C -2.3859 2.1135 -0.4712 0.090
C -3.5374 2.1541 -1.6326 -0.148
F -3.2847 1.0629 -2.6208 0.040
F -3.4089 3.4765 -2.3472 0.019
F -4.9390 2.0972 -1.0923 0.033
N -2.4866 3.1541 0.4181 0.136
C -1.4112 3.2266 1.5031 -0.141
C -0.4387 4.4093 0.9224 -0.553
Cl -1.5176 5.9293 0.5919 0.572
C 0.7222 4.9368 1.9513 -0.671
C 1.7189 5.9243 1.0402 -0.138
Cl -0.0369 5.9373 3.3156 0.530
C -0.8912 1.6377 1.4165 -0.210
C 0.6178 1.4644 2.0597 -0.113
C 1.1931 -0.0690 2.0637 -0.228
C 0.2930 -1.1559 2.8956 -0.510
S 1.1603 -2.8054 3.1878 0.766
C -0.2935 -4.0075 3.4772 -0.913
S -1.5244 -3.5999 4.6279 0.608
N -0.3741 -5.2974 2.6745 -0.223
C 0.4727 -6.3933 3.2898 -0.149
C 0.3032 -7.7821 2.3892 -0.158
O -1.1147 -8.2296 2.2932 -0.227
C -1.8499 -7.1534 1.5755 -0.151
C -1.7874 -5.8328 2.5925 -0.211
O -2.0026 0.9842 2.1850 -0.089
N -1.8644 1.1936 3.5029 -0.028
O -2.9459 1.0103 4.0585 0.062
H -3.1894 -3.4377 -0.0853 0.107
H -3.0984 -2.6942 1.6965 0.088
H -1.4461 -3.0700 0.6816 0.076
H -4.6658 -1.4297 0.0691 0.069
H -1.1181 -0.6369 -1.6154 0.157
H -0.3825 -1.1519 0.0385 0.126
H 0.9210 2.2239 -0.6088 0.108
H 0.7548 0.4738 -1.2829 0.124
H -0.7557 1.1445 -3.2212 0.125
H -0.8849 3.0254 -2.6303 0.121
H 1.6714 3.2603 -2.7167 0.108
H 0.8719 2.8994 -4.4067 0.130
H 2.8033 1.3547 -4.5778 0.122
H 1.5907 0.1149 -3.8290 0.144
H 3.6704 0.0103 -2.6180 0.128
H 5.1375 3.7183 -2.9628 0.051
H 6.0618 2.2485 -1.4440 0.088
H 4.9120 1.2362 -0.6641 0.055
H -3.3058 3.7666 0.2164 0.166
H -1.7137 3.6483 2.5542 0.168
H 0.0111 4.1466 -0.1508 0.121
H 1.4238 4.1109 2.3880 0.101
H 2.8579 5.6795 1.1912 0.094
H 1.4636 7.0784 1.2021 0.095
H 1.5035 5.7359 -0.1186 0.087
H 1.4437 2.1217 1.5012 0.128
H 0.6702 1.8397 3.1923 0.144
H 1.4535 -0.4122 0.9513 0.118
H 2.2513 -0.0249 2.6143 0.133
H 0.0535 -0.6680 3.9511 0.096
H -0.7313 -1.3852 2.3770 0.056
H 1.5900 -6.0704 3.4425 0.138
H -0.0143 -6.6327 4.3469 0.141
H 0.7024 -7.6447 1.2777 0.137
H 0.8863 -8.6924 2.8869 0.145
H -1.3672 -6.9482 0.5286 0.131
H -2.9515 -7.5480 1.4440 0.142
H -2.1235 -6.2565 3.6547 0.126
H -2.5807 -5.0560 2.2195 0.101
F 3.1706 -0.4545 -6.4424 -0.268
Al 1.7492 0.0654 -7.4186 0.112
F 2.2506 1.3584 -8.5677 -0.269
F 0.4681 0.6995 -6.3231 -0.264
F 1.1075 -1.3418 -8.3414 -0.271
```

Calculated values
frontier orbital gap = 6.018 eV


Formula: C24H39BN5O8PSe2SiW
Source: the OMol25 dataset
Level of theory: wB97M-V/def2-TZVPD

Structure (XYZ):
```
82
Properties=species:S:1:pos:R:3:lowdin_charge:R:1
W 0.3197 0.2199 -0.1161 1.839
C 2.9781 1.7817 -2.9352 -0.313
Se 1.6664 2.5570 -1.7375 1.070
C 2.8711 3.4902 -0.5309 -0.480
C 3.9125 2.5835 0.0988 -0.454
Se 3.2191 0.7875 0.4786 1.058
C 3.8938 0.5786 2.2861 -0.303
H 3.6202 2.5815 -3.2977 0.054
H 2.4328 1.3462 -3.7683 0.042
H 3.5498 0.9997 -2.4420 0.018
H 2.2186 3.9436 0.2130 0.051
H 3.3465 4.2968 -1.0884 0.091
H 4.2993 3.0038 1.0265 0.084
H 4.7540 2.4211 -0.5723 0.079
H 3.5862 1.3902 2.9368 0.025
H 4.9784 0.5485 2.2030 0.053
H 3.5407 -0.3799 2.6554 0.027
C 1.2502 2.7702 2.7244 -0.021
C 0.1946 3.0859 1.7150 -0.319
C -0.5985 4.2169 1.8074 0.001
C -1.6195 4.4280 0.8852 0.006
C -1.8644 3.5127 -0.1237 0.025
C -1.0152 2.4210 -0.1973 -0.472
N 0.0033 2.2468 0.6835 -0.066
N -1.0158 1.3292 -1.0409 -0.231
Si -2.1618 1.0420 -2.4323 0.471
C -3.8106 0.6700 -1.6703 -0.140
C -1.4722 -0.3872 -3.3959 -0.135
C -2.1072 2.5684 -3.4882 -0.144
H 1.0138 3.2424 3.6764 0.105
H 2.2211 3.1545 2.4060 0.078
H 1.3410 1.6935 2.8669 0.063
H -0.4328 4.9170 2.6141 0.134
H -2.2456 5.3062 0.9761 0.133
H -2.6843 3.6324 -0.8143 0.111
H -3.7326 -0.2014 -1.0150 0.030
H -4.5461 0.4373 -2.4433 0.054
H -4.2039 1.5050 -1.0870 0.037
H -1.6374 -1.3518 -2.9171 0.033
H -0.4049 -0.2636 -3.6006 0.041
H -1.9732 -0.4235 -4.3662 0.061
H -2.4261 3.4904 -3.0055 0.031
H -2.7692 2.4081 -4.3436 0.056
H -1.1019 2.7264 -3.8852 0.038
O 2.6924 -1.4806 -2.9579 0.197
C 1.8018 -1.5493 -2.1777 -0.437
O 1.4733 -0.4242 -1.4316 -0.373
C 0.9725 -2.7161 -1.8691 -0.047
C 1.3375 -3.9454 -2.4101 0.122
C 0.5357 -5.0354 -2.1767 -0.074
C -0.6336 -4.9436 -1.4437 0.132
C -0.9725 -3.7242 -0.9030 -0.031
C -0.1772 -2.5862 -1.0883 -0.210
O -0.5648 -1.4084 -0.5716 -0.223
N -2.2115 -3.6523 -0.1237 -0.309
O -3.1570 -4.2772 -0.5293 0.159
O -2.2055 -2.9404 0.8664 0.057
N 0.9208 -6.3505 -2.7418 -0.340
O 1.9138 -6.3709 -3.4295 0.125
O 0.1676 -7.2702 -2.5258 0.125
H 2.2331 -4.0380 -3.0096 0.154
H -1.2604 -5.8129 -1.2958 0.153
B 1.8610 -3.4692 1.9694 -0.345
C 1.4830 -2.0034 1.6947 -0.172
N 1.1637 -0.9021 1.4608 -0.076
H 0.8256 -3.9867 2.3257 0.039
H 2.7124 -3.4625 2.8231 0.043
H 2.2622 -3.8804 0.9034 0.042
C -3.6367 -0.5424 2.2446 -0.133
P -1.9175 -0.2393 2.5982 0.685
C -1.8586 1.1864 3.6807 -0.134
C -1.2126 -1.6017 3.5065 -0.140
O -1.1844 0.1008 1.2842 -0.496
H -4.1777 -0.6846 3.1814 0.081
H -3.7404 -1.4342 1.6305 0.049
H -4.0484 0.3220 1.7223 0.067
H -2.4554 0.9847 4.5717 0.081
H -2.2688 2.0588 3.1710 0.064
H -0.8336 1.3866 3.9910 0.053
H -1.8837 -1.8382 4.3348 0.086
H -0.2425 -1.3165 3.9122 0.069
H -1.1020 -2.4789 2.8741 0.038
```

Calculated values
total charge = +2
frontier orbital gap = 6.216 eV
ΔE to the lowest compared entry with this formula, charge and spin = 62.6 kJ/mol


Formula: C24H39FIO3ReS2Si
Source: the OMol25 dataset
Level of theory: wB97M-V/def2-TZVPD

Structure (XYZ):
```
72
Properties=species:S:1:pos:R:3:mulliken_spin:R:1
Re -0.3607 -0.0682 -0.0327 0.982
I -2.7470 -1.2823 0.5469 0.003
C -3.5378 -0.6405 -1.3544 -0.005
C -4.8612 -0.8485 -1.6255 0.000
C -5.3611 -0.4546 -2.8736 -0.001
C -4.5282 0.1229 -3.7933 -0.001
C -3.1673 0.3549 -3.5068 -0.006
C -2.3223 0.9799 -4.4464 0.002
C -1.0006 1.1827 -4.1635 0.001
C -0.4769 0.7795 -2.9273 0.015
C -1.2599 0.2098 -1.9492 -0.035
C -2.6281 -0.0315 -2.2389 -0.017
H -5.5092 -1.3090 -0.8975 0.001
H -6.4062 -0.6083 -3.0915 0.000
H -4.9061 0.4195 -4.7608 0.000
H -2.7393 1.2954 -5.3914 0.000
H -0.3505 1.6553 -4.8857 0.000
H 0.5753 0.9315 -2.7559 0.006
C 3.8711 2.0842 -0.0981 0.000
C 2.4772 2.1176 -0.7217 -0.012
C 2.5595 2.6177 -2.1614 0.003
C 1.5514 3.0125 0.0961 0.019
O 1.9171 0.7733 -0.6864 0.066
Si 2.5930 -0.6024 -1.3542 -0.011
S 0.9543 -1.8823 -0.7319 -0.058
O 2.6615 -0.3912 -2.9374 0.018
C 2.7922 -1.2968 -4.0493 0.001
C 1.4183 -1.9077 -4.3230 -0.004
C 3.2444 -0.4530 -5.2410 -0.001
C 3.8186 -2.3769 -3.7327 -0.001
O 4.0227 -1.0433 -0.7975 -0.017
C 4.5648 -1.7527 0.3211 0.001
C 6.0582 -1.4373 0.3373 0.001
C 4.2947 -3.2433 0.1174 -0.003
C 3.9016 -1.2813 1.6105 0.000
H 4.2892 3.0872 -0.0714 0.000
H 4.5283 1.4413 -0.6777 0.000
H 3.8166 1.7064 0.9202 0.000
H 3.1138 3.5501 -2.1871 0.001
H 1.5661 2.7982 -2.5642 -0.001
H 3.0702 1.8917 -2.7863 0.000
H 1.9316 4.0299 0.1109 0.000
H 1.4770 2.6573 1.1229 0.000
H 0.5545 3.0229 -0.3415 -0.005
H 0.6990 -1.1245 -4.5486 0.000
H 1.0670 -2.4569 -3.4521 0.001
H 1.4775 -2.5887 -5.1669 0.000
H 2.5245 0.3385 -5.4381 0.000
H 3.3216 -1.0868 -6.1204 0.000
H 4.2140 -0.0019 -5.0450 0.000
H 3.4718 -2.9903 -2.9048 -0.001
H 4.7662 -1.9203 -3.4569 0.000
H 3.9671 -3.0100 -4.6024 0.000
H 6.5305 -1.7922 -0.5735 0.000
H 6.5308 -1.9176 1.1895 -0.001
H 6.2126 -0.3615 0.4075 0.000
H 4.7470 -3.5897 -0.8079 0.000
H 3.2209 -3.4195 0.0669 0.001
H 4.7090 -3.8178 0.9412 0.000
H 4.1202 -0.2320 1.7922 0.000
H 4.2732 -1.8686 2.4462 0.000
H 2.8253 -1.4154 1.5179 0.002
F -0.8968 1.5312 0.8816 0.053
C 0.4108 -2.6689 2.7810 -0.001
S -0.0513 -0.9134 2.6849 0.004
C 1.1392 -0.1800 3.8402 0.001
H -0.2119 -3.1480 3.5338 0.000
H 1.4609 -2.7596 3.0417 0.000
H 0.2331 -3.1252 1.8096 0.000
H 2.1599 -0.3734 3.5256 0.000
H 0.9580 -0.6007 4.8266 0.000
H 0.9405 0.8872 3.8542 0.000
```

Calculated values
total charge = +1
multiplicity = 2
frontier orbital gap (spin up / spin down) = 6.346 / 6.840 eV


no.,total energy (eV)
1,-114418.1445
2,-199696.4394
3,-74159.4083